[1]
Entry from the Open Molecules 2025 dataset: C18H24CoN4OPS6 as an isolated structure (ωB97M-V with the def2-TZVPD basis set).

Summary:
E_HOMO (alpha / beta)   -3.48 / -3.59 eV
Charge   -1
LUMO (alpha / beta)   2.4 / 2.4 eV
Multiplicity   2
Expectation value of S²   0.771
Relative energy (zero: lowest compared OMol25 entry of this formula, charge and spin)   29.5 kJ/mol
DFT total energy   -5107.99066 a.u.
Frontier orbital gap (alpha / beta)   5.83 / 5.94 eV
Molar mass   594.7 g/mol

```
55
Properties=species:S:1:pos:R:3:mulliken_charge:R:1
Co -0.39041 0.17771 0.65568 -0.37
S -3.70870 -2.46234 -0.53215 -0.31
C -2.38183 -3.50607 -0.21154 -0.44
C -1.26421 -2.82642 0.17618 -0.32
C -1.43783 -1.40516 0.22693 0.23
C -2.72236 -1.08975 -0.13514 -0.64
C -3.10977 0.31640 -0.14480 1.31
C -4.33794 0.85692 -0.53568 -0.76
C -4.51600 2.22402 -0.50095 -0.30
C -3.47341 3.04506 -0.07834 -0.96
C -2.28679 2.44573 0.29711 -0.08
N -2.10598 1.12799 0.27081 0.32
H -2.50696 -4.57093 -0.32362 0.45
H -0.33618 -3.31959 0.42792 0.36
H -5.12749 0.19365 -0.86421 0.39
H -5.46304 2.65505 -0.80166 0.41
H -3.57715 4.11889 -0.03150 0.42
H -1.44406 3.02285 0.65098 0.31
S 5.39729 0.91113 4.91186 -0.34
C 4.05057 0.73593 3.95503 0.13
S 3.88724 -0.45725 2.72804 -0.13
C 2.27216 -0.06119 2.17664 0.00
C 1.67896 0.95545 2.82341 0.14
S 0.06533 1.53230 2.47552 -0.54
S 2.63430 1.69548 4.08968 -0.15
S 1.55520 -0.93756 0.84993 -0.36
C 3.55531 2.23671 -2.21490 -1.04
N 2.24134 2.04887 -1.63751 1.04
C 2.05251 2.70561 -0.35984 -0.68
P 0.97240 1.35084 -2.41460 -0.71
O 0.06388 0.57620 -1.54030 0.10
N 0.13425 2.52496 -3.23279 0.56
C -1.31368 2.47808 -3.30620 -1.05
C 0.73622 3.77325 -3.64060 -1.07
N 1.67789 0.39843 -3.56670 0.32
C 2.43540 -0.75149 -3.09742 -0.89
C 1.81844 0.70860 -4.96770 -0.99
H 4.32275 1.85039 -1.53678 0.28
H 3.77110 3.29889 -2.39152 0.33
H 3.63884 1.71232 -3.15821 0.22
H 2.83862 2.39589 0.33378 0.30
H 1.10688 2.41907 0.09203 -0.17
H 2.08352 3.79555 -0.46922 0.25
H -1.67345 1.53691 -2.89617 0.25
H -1.65058 2.57118 -4.34430 0.28
H -1.76013 3.29208 -2.72552 0.32
H 1.82032 3.70754 -3.60676 0.29
H 0.42589 4.60394 -2.99459 0.28
H 0.44558 4.02080 -4.66891 0.38
H 2.23843 -0.92461 -2.03621 0.06
H 3.51386 -0.60098 -3.22984 0.33
H 2.14213 -1.64513 -3.65444 0.38
H 1.16287 1.53200 -5.24068 0.26
H 1.54513 -0.16188 -5.57251 0.31
H 2.85164 0.98099 -5.22801 0.29
```

[2]
Entry from the Open Molecules 2025 dataset: C24H57NOP2Si4SnTe as an isolated structure (ωB97M-V with the def2-TZVPD basis set).

Summary:
E_HOMO   -5.66 eV
LUMO   -0.5 eV
Multiplicity   1
Relative energy (zero: lowest compared OMol25 entry of this formula, charge and spin)   0.0 kJ/mol
DFT total energy   -3401.67115 a.u.
Frontier orbital gap   5.15 eV
Molar mass   796.3 g/mol

```
91
Properties=species:S:1:pos:R:3:mulliken_charge:R:1
Sn 0.30092 -1.31875 -1.73422 1.00
P -1.53867 -0.01606 -3.21807 0.76
P 1.96260 -2.91519 -0.41885 0.88
N -0.32934 -3.03427 -2.67127 -0.66
H 1.19053 1.47786 -2.41040 -0.33
C -1.13088 0.43973 -4.94125 -1.20
H -1.93694 1.08095 -5.33390 0.42
H -1.05886 -0.47134 -5.55129 0.33
H -0.17420 0.97903 -4.98347 0.20
C -2.28371 1.51631 -2.55713 -1.02
H -2.86723 1.98255 -3.36777 0.43
H -1.49171 2.20773 -2.22780 0.22
H -2.94289 1.28494 -1.70596 0.21
C -3.00454 -1.08805 -3.47438 -1.25
H -3.83255 -0.47472 -3.86539 0.45
H -3.29843 -1.55196 -2.52266 0.27
H -2.75318 -1.88137 -4.19171 0.38
C 3.33378 -3.26543 -1.56928 -1.24
H 4.14786 -3.76304 -1.02021 0.44
H 3.69679 -2.33037 -2.01600 0.22
H 2.97427 -3.92044 -2.37586 0.34
C 2.76200 -2.39444 1.13602 -0.91
H 3.54469 -3.12294 1.41363 0.42
H 2.01115 -2.33753 1.94121 0.12
H 3.21898 -1.40225 0.99974 0.27
C 1.25054 -4.56277 -0.08405 -1.24
H 1.90464 -5.12420 0.60009 0.44
H 1.13947 -5.11293 -1.02975 0.34
H 0.25401 -4.45064 0.36612 0.27
C -1.12432 -4.05022 -2.85148 0.00
C -1.77651 -5.86242 -4.40749 -0.40
C -0.99552 -4.76358 -4.11180 -0.42
C -2.14064 -4.56336 -1.93340 -0.04
C -2.90411 -5.67791 -2.26517 -0.53
C -2.74360 -6.32696 -3.49997 -0.39
H -1.64440 -6.37910 -5.35775 0.33
H -0.24491 -4.38227 -4.81406 0.29
H -2.28202 -4.04551 -0.97319 0.33
H -3.64523 -6.05731 -1.55810 0.33
H -3.36713 -7.18248 -3.75349 0.34
C 2.15164 0.92095 -2.43153 1.38
O 1.88628 -0.45456 -2.71944 -0.75
C 2.92987 1.45781 -3.63024 -1.65
H 3.32904 2.46708 -3.45732 0.37
H 2.29870 1.45583 -4.54093 0.25
H 3.77009 0.77637 -3.80986 0.38
C 2.87995 1.10924 -1.10346 -0.73
H 3.85197 0.61517 -1.16449 0.34
H 2.34798 0.69815 -0.23827 -0.28
H 3.04774 2.18261 -0.92366 0.36
C -2.85428 3.01277 0.90013 -0.82
Si -2.40359 1.63054 2.10364 0.60
C -2.63608 2.15803 3.91625 -1.10
C -3.82110 0.39645 1.86513 -1.32
Si 0.03449 1.65110 2.07690 0.19
Te -0.77597 -0.34726 0.83582 -0.54
Si 0.87778 3.90327 1.89354 0.69
C 0.05988 5.02273 3.19251 -1.03
C 2.74551 3.93352 2.20445 -1.06
C 0.56955 4.64828 0.18229 -0.92
Si 0.94409 0.77187 4.05889 0.39
C 0.84050 1.97686 5.50058 -1.04
C 0.08458 -0.83673 4.54101 -1.10
C 2.76107 0.39274 3.72809 -0.73
H -3.95235 3.08246 0.86347 0.36
H -2.49499 2.82044 -0.11878 -0.03
H -2.46493 3.98700 1.22165 0.33
H -3.71941 2.25126 4.09419 0.41
H -2.24574 1.42380 4.63671 0.20
H -2.17261 3.12873 4.13430 0.29
H -3.90598 0.04227 0.82616 0.29
H -3.74870 -0.48092 2.52263 0.30
H -4.74588 0.93478 2.12134 0.43
H 0.24413 4.68029 4.22087 0.28
H 0.48621 6.03604 3.09979 0.42
H -1.02698 5.11010 3.04255 0.28
H 3.29037 3.47817 1.36261 0.22
H 3.09148 4.97636 2.29273 0.40
H 3.03063 3.40664 3.12597 0.27
H 1.11629 4.08435 -0.59252 0.13
H -0.49523 4.65367 -0.08819 0.29
H 0.93122 5.68839 0.14807 0.37
H -0.18809 2.27977 5.73649 0.31
H 1.25034 1.46980 6.38726 0.40
H 1.43537 2.88437 5.33147 0.27
H 0.18543 -1.60876 3.76680 0.23
H 0.54832 -1.21758 5.46569 0.39
H -0.98725 -0.70586 4.73594 0.27
H 2.87585 -0.49757 3.09809 0.02
H 3.29053 1.22229 3.24014 0.22
H 3.27158 0.18757 4.68434 0.38
```